The following is a DFT calculation (ωB97M-V/def2-TZVPD) of 2 unconnected molecules or ions with the total composition C2H3BrCl2Si in a non-equilibrium geometry.

Last column: Mulliken charge in e.
CARTESIAN COORDINATES (ANGSTROEM)
1 Br 2.39055 -2.47846 0.40127  -0.083
2 Cl 2.31628 0.69419 -1.09140  0.032
3 Cl 0.52394 2.97856 0.51417  -0.843
4 Si 1.29975 -0.69613 -0.18515  0.731
5 C -1.47806 -0.09689 -0.32804  -0.439
6 C -0.40699 -0.25069 0.45034  -0.123
7 H -2.45639 0.21506 0.14550  0.202
8 H -0.63398 -0.21700 1.50225  0.294
9 H -1.55511 -0.14864 -1.40893  0.228

Summary:
**LUMO level**: -2.800 eV
**ΔE to the lowest compared entry with this formula, charge and spin**: 104.4 kcal per mole
**Kohn-Sham gap**: 4.441 eV
**Highest occupied orbital energy**: -0.2661 hartree

---

The following is a DFT calculation (ωB97M-V/def2-TZVPD) of 2 unconnected molecules or ions with the total composition C2H3BrClF in a non-equilibrium geometry.

Last column: Mulliken charge in e.
CARTESIAN COORDINATES (ANGSTROEM)
1 Br -0.75815 2.72132 0.27677  -0.059
2 Cl -1.70707 0.97475 -2.10789  -0.088
3 F -2.15369 0.51307 0.49061  -0.146
4 C -1.28925 1.04394 -0.40222  0.285
5 C 1.40335 -1.20583 0.48250  -0.839
6 H 0.64104 -1.73687 -0.17090  0.280
7 H 2.37957 -0.98935 -0.08036  0.248
8 H 1.48420 -1.32103 1.51150  0.321

Summary:
**LUMO level (spin up / spin down)**: -0.885 / -0.069 eV
**ΔE to the lowest compared entry with this formula, charge and spin**: 97.8 kcal per mole
**Kohn-Sham gap (spin up / spin down)**: 8.245 / 9.025 eV
**Highest occupied orbital energy (spin up / spin down)**: -0.3355 / -0.3342 hartree

---

The following is a DFT calculation (ωB97M-V/def2-TZVPD) of a molecular structure, C2H3BrClN in a non-equilibrium geometry.

Last column: Mulliken charge in e.
CARTESIAN COORDINATES (ANGSTROEM)
1 Br 2.02834 -1.12768 -0.09341  -0.086
2 Cl 1.44193 1.76901 0.08833  -0.116
3 N -1.03824 -0.24373 -1.01652  -0.448
4 C 0.96057 0.23678 0.54700  0.236
5 C -0.59592 0.06908 0.32570  -0.459
6 H -1.14173 0.97429 0.66092  0.327
7 H -1.17115 -0.70013 0.90031  0.276
8 H -0.48380 -0.97762 -1.41232  0.270

Summary:
**LUMO level (spin up / spin down)**: -0.910 / -0.610 eV
**ΔE to the lowest compared entry with this formula, charge and spin**: 63.2 kcal per mole
**Kohn-Sham gap (spin up / spin down)**: 9.369 / 8.032 eV
**Highest occupied orbital energy (spin up / spin down)**: -0.3777 / -0.3176 hartree

---

The following is a DFT calculation (ωB97M-V/def2-TZVPD) of C2H3BrClN in the gas phase in a non-equilibrium geometry.

Last column: Mulliken charge in e.
CARTESIAN COORDINATES (ANGSTROEM)
1 Br -2.53933 1.03099 -0.10529  -0.156
2 Cl -1.64912 -1.85866 -0.13069  -0.136
3 N 0.17227 0.25780 0.10254  -0.231
4 C 1.43962 -0.02626 -0.22022  -0.229
5 C -1.37302 -0.31440 0.56567  0.009
6 H 1.67201 -1.01070 -0.58699  0.255
7 H 0.06087 1.22972 0.39279  0.253
8 H 2.21670 0.69151 -0.01780  0.235

Summary:
**LUMO level (spin up / spin down)**: -0.287 / -0.289 eV
**ΔE to the lowest compared entry with this formula, charge and spin**: 57.3 kcal per mole
**Kohn-Sham gap (spin up / spin down)**: 7.423 / 7.419 eV
**Highest occupied orbital energy (spin up / spin down)**: -0.2833 / -0.2833 hartree

---

The following is a DFT calculation (ωB97M-V/def2-TZVPD) of 2 unconnected molecules or ions with the total composition C2H3BrClNO2 in a non-equilibrium geometry.

Last column: Mulliken charge in e.
CARTESIAN COORDINATES (ANGSTROEM)
1 Br -3.63151 -1.08718 -0.07185  0.005
2 Cl -1.78462 1.74131 1.60272  -0.038
3 O -1.23592 1.36528 -2.07556  -0.569
4 O -2.26460 2.81785 -0.85715  -0.581
5 N -1.65760 1.74184 -0.98410  1.020
6 C -0.24108 0.03248 -0.07019  -0.816
7 C -1.26881 1.09381 0.11253  -0.018
8 H -0.54777 -0.50797 -0.90473  0.369
9 H 0.73445 0.50250 -0.25360  0.319
10 H -0.13801 -0.83041 0.70869  0.309

Summary:
**LUMO level (spin up / spin down)**: -2.586 / -3.901 eV
**ΔE to the lowest compared entry with this formula, charge and spin**: 67.7 kcal per mole
**Kohn-Sham gap (spin up / spin down)**: 8.264 / 5.924 eV
**Highest occupied orbital energy (spin up / spin down)**: -0.3987 / -0.3611 hartree

---

The following is a DFT calculation (ωB97M-V/def2-TZVPD) of 2 unconnected molecules or ions with the total composition C2H3BrClNO2S in a non-equilibrium geometry.

Last column: Mulliken charge in e.
CARTESIAN COORDINATES (ANGSTROEM)
1 Br -2.13846 2.07522 -0.66258  0.079
2 Cl -1.19732 3.71021 3.01678  -0.036
3 S 0.34507 3.31727 1.76913  -0.004
4 O -0.97108 0.14385 2.49169  -0.641
5 O -2.56303 1.58132 2.26070  -0.541
6 N -1.59145 0.97196 1.83059  1.078
7 C -0.20378 0.09609 0.02897  -0.932
8 C -1.19462 1.09721 0.53075  0.024
9 H -0.69370 -0.87140 -0.21837  0.332
10 H 0.31553 0.48110 -0.94710  0.342
11 H 0.52937 -0.13459 0.87675  0.298

Summary:
**LUMO level (spin up / spin down)**: -3.136 / -3.136 eV
**ΔE to the lowest compared entry with this formula, charge and spin**: 58.6 kcal per mole
**Kohn-Sham gap (spin up / spin down)**: 5.912 / 5.916 eV
**Highest occupied orbital energy (spin up / spin down)**: -0.3325 / -0.3327 hartree

---

The following is a DFT calculation (ωB97M-V/def2-TZVPD) of 2 unconnected molecules or ions with the total composition C2H3BrFNO in a non-equilibrium geometry.

Last column: Mulliken charge in e.
CARTESIAN COORDINATES (ANGSTROEM)
1 Br -3.29271 -0.28884 0.82548  -0.171
2 F -2.26367 1.48176 -0.97225  -0.216
3 O 1.72817 0.54410 -0.72129  -0.400
4 N 2.54233 -1.38748 0.32135  -0.385
5 C -1.73513 0.73733 0.03933  -0.001
6 C 2.15938 -0.44854 -0.31295  0.536
7 H -1.40595 1.27353 0.94554  0.235
8 H -1.01273 0.08793 -0.40859  0.139
9 H 3.28032 -1.99981 0.28338  0.262

Summary:
**LUMO level**: 0.470 eV
**ΔE to the lowest compared entry with this formula, charge and spin**: 18.6 kcal per mole
**SMILES**: N=C=O.FCBr
**Kohn-Sham gap**: 10.869 eV
**Highest occupied orbital energy**: -0.3821 hartree

---

The following is a DFT calculation (ωB97M-V/def2-TZVPD) of 2 unconnected molecules or ions with the total composition C2H3BrIN5O3.

Last column: Mulliken charge in e.
CARTESIAN COORDINATES (ANGSTROEM)
1 I 1.12441 3.73988 -0.42080  0.351
2 Br 3.42637 -0.95024 -0.86818  0.084
3 O -2.10173 -2.57673 0.33741  -0.669
4 O -1.67562 -3.51554 2.24394  -0.637
5 O -1.82868 -1.36348 2.10170  -0.665
6 N 2.55718 0.66025 -0.73432  -0.365
7 N 0.45356 -0.40642 -0.66569  -0.426
8 N -0.79788 1.37338 -0.41899  0.101
9 N 0.49567 1.81412 -0.50670  -0.357
10 N -1.87077 -2.50025 1.57422  1.021
11 C 1.21832 0.68443 -0.63642  0.769
12 C -0.77809 0.05912 -0.53125  -0.220
13 H -1.69236 -0.52660 -0.47774  0.541
14 H 3.06103 1.52865 -0.70299  0.208
15 H -1.59142 1.97942 -0.29418  0.267

Summary:
**LUMO level**: -2.890 eV
**Kohn-Sham gap**: 4.285 eV
**Highest occupied orbital energy**: -0.2637 hartree

---

The following is a DFT calculation (ωB97M-V/def2-TZVPD) of a molecular structure, C2H3BrINO3 in a non-equilibrium geometry.

Last column: Mulliken charge in e.
CARTESIAN COORDINATES (ANGSTROEM)
1 I 1.67503 -2.57974 0.53320  0.267
2 Br 1.96182 0.05328 2.57443  -0.031
3 O 3.74422 -0.39391 -0.24515  -0.518
4 O 0.19555 -0.55696 -1.07383  -0.396
5 O 2.40889 1.31528 -0.45747  -0.531
6 N 2.73219 0.20896 -0.16861  0.915
7 C 0.22486 0.06026 0.14714  -0.419
8 C 1.49944 -0.55410 0.79521  -0.199
9 H -0.29480 -0.16752 -1.70304  0.274
10 H 0.27071 1.19814 0.25077  0.347
11 H -0.65377 -0.15076 0.88576  0.291

Summary:
**LUMO level**: 0.114 eV
**ΔE to the lowest compared entry with this formula, charge and spin**: 10.2 kcal per mole
**Kohn-Sham gap**: 9.874 eV
**Highest occupied orbital energy**: -0.3587 hartree

---

The following is a DFT calculation (ωB97M-V/def2-TZVPD) of C2H3BrN2O2 in the gas phase in a non-equilibrium geometry.

Last column: Mulliken charge in e.
CARTESIAN COORDINATES (ANGSTROEM)
1 Br -0.49914 1.78089 -0.29008  -0.182
2 O -2.54899 -1.18544 -1.19576  -0.542
3 O -2.62685 -0.56992 0.92616  -0.481
4 N -0.72394 -0.94431 0.04185  -0.441
5 N -2.07919 -0.82607 -0.11223  0.998
6 C 1.86207 0.42261 0.15488  -0.811
7 C 0.15573 -0.02363 0.17505  0.494
8 H 2.23952 -0.34142 -0.57327  0.277
9 H 1.90442 1.36944 -0.34210  0.415
10 H 2.31638 0.31784 1.21550  0.273

Summary:
**LUMO level**: -0.222 eV
**ΔE to the lowest compared entry with this formula, charge and spin**: 41.6 kcal per mole
**SMILES**: C/C(Br)=N/[N+](=O)[O-]
**Kohn-Sham gap**: 10.488 eV
**Highest occupied orbital energy**: -0.3936 hartree

---

The following is a DFT calculation (ωB97M-V/def2-TZVPD) of C2H3BrN2S in the gas phase in a non-equilibrium geometry.

Last column: Mulliken charge in e.
CARTESIAN COORDINATES (ANGSTROEM)
1 Br 3.28546 0.08174 -0.00689  -0.151
2 S -0.23841 -2.49501 -0.01750  0.067
3 N 1.60333 -2.12013 0.04472  -0.422
4 N -0.71365 -0.87268 0.16735  -0.343
5 C 1.61250 -0.85097 0.04713  0.429
6 C 0.35632 -0.03642 -0.30639  -0.451
7 H 0.44551 0.28784 -1.41315  0.222
8 H -0.78754 -0.55297 1.23660  0.315
9 H 0.28065 1.00024 0.09603  0.333

Summary:
**LUMO level**: 0.320 eV
**ΔE to the lowest compared entry with this formula, charge and spin**: 27.5 kcal per mole
**SMILES**: BrC1=NSNC1
**Kohn-Sham gap**: 9.333 eV
**Highest occupied orbital energy**: -0.3312 hartree

---

The following is a DFT calculation (ωB97M-V/def2-TZVPD) of C2H3BrNP in the gas phase in a non-equilibrium geometry.

Last column: Mulliken charge in e.
CARTESIAN COORDINATES (ANGSTROEM)
1 Br -3.34576 -0.64110 0.15278  -0.113
2 P -2.04314 1.08768 0.01934  0.125
3 N -0.37346 0.48356 -0.17745  -0.286
4 C 0.66384 -0.13158 -0.30960  0.699
5 C 1.93723 -0.64983 -0.39519  -0.997
6 H -1.86194 1.24818 1.52466  0.108
7 H 2.46177 -0.68489 0.52034  0.230
8 H 2.56147 -0.71202 -1.33487  0.234

Summary:
**LUMO level (spin up / spin down)**: 0.343 / 0.343 eV
**ΔE to the lowest compared entry with this formula, charge and spin**: 22.1 kcal per mole
**SMILES**: C=C=NPBr
**Kohn-Sham gap (spin up / spin down)**: 8.671 / 8.671 eV
**Highest occupied orbital energy (spin up / spin down)**: -0.3060 / -0.3061 hartree

---

The following is a DFT calculation (ωB97M-V/def2-TZVPD) of 2 unconnected molecules or ions with the total composition C2H3BrO in a non-equilibrium geometry.

Last column: Mulliken charge in e.
CARTESIAN COORDINATES (ANGSTROEM)
1 Br -2.38507 0.76513 0.02418  -0.098
2 O -1.17547 -1.70017 0.00576  -0.338
3 C 1.01600 0.30497 -0.00607  -0.781
4 C -1.03759 -0.53807 -0.00432  0.328
5 H 1.18071 0.43663 1.04587  0.289
6 H 1.56498 -0.47361 -0.49594  0.286
7 H 0.83643 1.20512 -0.56949  0.313

Summary:
**LUMO level**: 0.017 eV
**ΔE to the lowest compared entry with this formula, charge and spin**: 48.7 kcal per mole
**Kohn-Sham gap**: 9.212 eV
**Highest occupied orbital energy**: -0.3379 hartree

---

The following is a DFT calculation (ωB97M-V/def2-TZVPD) of C2H3BrO2 in the gas phase in a non-equilibrium geometry.

Last column: Mulliken charge in e.
CARTESIAN COORDINATES (ANGSTROEM)
1 Br 0.18344 -2.28406 -0.50104  -0.086
2 O 1.68336 1.40279 1.86181  -0.344
3 O 0.86425 0.80592 0.88875  -0.057
4 C -0.33557 -0.45151 -0.74298  -0.584
5 C -0.41035 0.35067 0.44176  -0.119
6 H -1.16631 -0.41249 -1.35845  0.421
7 H -1.24148 0.67172 0.93595  0.505
8 H 0.42267 -0.08304 -1.52580  0.263

Summary:
**LUMO level (spin up / spin down)**: -1.230 / -1.326 eV
**ΔE to the lowest compared entry with this formula, charge and spin**: 165.6 kcal per mole
**Kohn-Sham gap (spin up / spin down)**: 8.980 / 7.996 eV
**Highest occupied orbital energy (spin up / spin down)**: -0.3752 / -0.3426 hartree

---

The following is a DFT calculation (ωB97M-V/def2-TZVPD) of 2 unconnected molecules or ions with the total composition C2H3BrO2 in a non-equilibrium geometry.

Last column: Mulliken charge in e.
CARTESIAN COORDINATES (ANGSTROEM)
1 Br -1.02100 -1.78411 1.06005  -0.117
2 O 0.42034 0.86687 -1.79181  -0.235
3 O -0.27379 -0.28690 -2.25328  -0.255
4 C 0.23615 -0.64584 0.10907  -0.609
5 C -0.39371 0.14739 -0.98344  0.303
6 H 0.72334 -0.15638 0.84831  0.362
7 H -1.89319 0.61220 -0.76581  0.264
8 H 1.01092 -1.27132 -0.47037  0.287

Summary:
**LUMO level**: 0.629 eV
**ΔE to the lowest compared entry with this formula, charge and spin**: 137.4 kcal per mole
**Kohn-Sham gap**: 11.386 eV
**Highest occupied orbital energy**: -0.3953 hartree

---

The following is a DFT calculation (ωB97M-V/def2-TZVPD) of a molecular structure, C2H3BrO3S in a non-equilibrium geometry.

Last column: Mulliken charge in e.
CARTESIAN COORDINATES (ANGSTROEM)
1 Br -2.08460 1.68829 -0.35754  -0.052
2 S -1.79002 -1.47510 0.03033  1.086
3 O -1.67387 -2.51547 -0.90081  -0.528
4 O -2.98251 -1.16476 0.74476  -0.526
5 O -0.51325 -1.33831 1.07973  -0.317
6 C 0.09800 -0.17898 0.52983  -0.368
7 C -1.05380 0.16425 -0.57876  -0.207
8 H 0.14984 0.48542 1.40616  0.275
9 H -0.56743 -0.07455 -1.57464  0.360
10 H 0.97089 -0.48284 0.12896  0.276

Summary:
**LUMO level**: 0.594 eV
**ΔE to the lowest compared entry with this formula, charge and spin**: 18.4 kcal per mole
**Kohn-Sham gap**: 11.382 eV
**Highest occupied orbital energy**: -0.3965 hartree

---

The following is a DFT calculation (ωB97M-V/def2-TZVPD) of 2 unconnected molecules or ions with the total composition C2H3BrOS in a non-equilibrium geometry.

Last column: Mulliken charge in e.
CARTESIAN COORDINATES (ANGSTROEM)
1 Br -0.14176 -2.93323 1.34945  -0.225
2 S 3.29268 -1.10904 3.06095  -0.038
3 O 1.22951 -1.01252 0.20168  -0.034
4 C 1.47403 -2.03489 0.80620  0.083
5 C 0.08765 -0.23680 0.00054  -0.540
6 H -0.05977 -0.07576 -1.14182  0.230
7 H -0.75517 -0.86579 0.28367  0.274
8 H 0.05316 0.68675 0.67843  0.250

Summary:
**LUMO level (spin up / spin down)**: -2.318 / -2.285 eV
**ΔE to the lowest compared entry with this formula, charge and spin**: 132.0 kcal per mole
**Kohn-Sham gap (spin up / spin down)**: 6.760 / 6.767 eV
**Highest occupied orbital energy (spin up / spin down)**: -0.3336 / -0.3326 hartree

---

The following is a DFT calculation (ωB97M-V/def2-TZVPD) of 2 unconnected molecules or ions with the total composition C2H3BrS in a non-equilibrium geometry.

Last column: Mulliken charge in e.
CARTESIAN COORDINATES (ANGSTROEM)
1 Br -3.45261 -0.61332 -0.08270  -0.211
2 S -1.72825 2.60458 -0.00676  -0.329
3 C 0.04014 0.51298 0.46221  -0.333
4 C -0.78368 1.39002 0.14010  0.208
5 H -3.66203 0.74294 -0.59986  0.194
6 H 1.04078 0.45301 -0.01232  0.220
7 H -0.16109 -0.25409 1.26392  0.250

Summary:
**LUMO level**: -0.262 eV
**ΔE to the lowest compared entry with this formula, charge and spin**: 23.0 kcal per mole
**SMILES**: C=C=S.Br
**Kohn-Sham gap**: 8.597 eV
**Highest occupied orbital energy**: -0.3255 hartree

---

The following is a DFT calculation (ωB97M-V/def2-TZVPD) of C2H3BrSi in the gas phase in a non-equilibrium geometry.

Last column: Mulliken charge in e.
CARTESIAN COORDINATES (ANGSTROEM)
1 Br -2.38732 0.19723 -0.09499  -0.094
2 Si 0.76539 -0.21409 -0.15311  0.369
3 C 0.69286 1.57098 -0.22691  -0.605
4 C -0.91859 -1.04843 -0.32985  -0.217
5 H 1.48037 -1.41594 -0.02494  -0.075
6 H 0.80635 2.46502 0.28359  0.420
7 H -0.43905 -1.55476 0.54622  0.203

Summary:
**LUMO level (spin up / spin down)**: -1.976 / -0.974 eV
**ΔE to the lowest compared entry with this formula, charge and spin**: 143.0 kcal per mole
**Kohn-Sham gap (spin up / spin down)**: 6.836 / 7.512 eV
**Highest occupied orbital energy (spin up / spin down)**: -0.3238 / -0.3118 hartree